(1)
This record from OMol25 describes a cluster of 7 separate species, C21H55F7O27P6S in total in a non-equilibrium geometry. The level of theory is ωB97M-V/def2-TZVPD.

The geometry in XYZ format:
```
117
Properties=species:S:1:pos:R:3:lowdin_charge:R:1
O -6.1080 -6.2560 4.1718 -0.38
S -6.6007 -5.7237 2.8486 1.02
O -8.0640 -6.5230 2.6293 -0.24
O -5.4508 -6.2844 1.7239 -0.19
C -5.0503 -5.2300 0.8404 -0.42
F -4.2647 -5.8765 -0.1425 0.10
F -6.1495 -4.6916 0.1636 0.09
C -4.1000 -4.1474 1.5349 -0.22
F -3.6643 -4.5012 2.8155 0.11
F -2.9264 -4.0443 0.7468 0.10
C -4.6967 -2.6695 1.6239 -0.35
F -4.4709 -2.0230 0.3957 0.11
F -3.9230 -1.9769 2.5815 0.09
F -6.0099 -2.5909 2.0569 0.13
H -8.6135 -5.9198 2.0815 0.08
C -2.2865 2.3812 4.8841 -0.10
O -3.0392 1.8909 3.7833 -0.21
P -3.3722 2.9055 2.5891 0.42
O -2.2007 3.3311 1.7873 -0.24
O -4.1960 4.0813 3.2888 -0.20
C -3.5089 5.2646 3.6817 -0.10
O -4.5054 2.1345 1.7784 -0.19
C -4.0964 1.1132 0.8784 -0.09
H -1.7917 1.5431 5.3742 0.09
H -1.5270 3.0972 4.5603 0.09
H -2.9611 2.8575 5.5989 0.09
H -2.4489 5.2373 3.4241 0.08
H -3.6060 5.3853 4.7611 0.09
H -3.9718 6.1184 3.1858 0.09
H -4.5368 0.1670 1.1877 0.06
H -3.0101 1.0056 0.8449 0.09
H -4.4587 1.3632 -0.1197 0.10
C 2.6022 6.6959 0.0249 -0.10
O 1.3304 6.0782 -0.1002 -0.21
P 0.9824 5.3481 -1.4839 0.41
O 1.7691 4.1234 -1.7608 -0.24
O 1.1012 6.5051 -2.5809 -0.21
C 2.3119 6.6340 -3.3160 -0.11
O -0.5913 5.1386 -1.3856 -0.20
C -1.0772 4.0410 -0.6127 -0.11
H 2.8588 6.7636 1.0818 0.09
H 3.3769 6.1208 -0.4887 0.09
H 2.5559 7.7050 -0.3906 0.09
H 3.0469 5.8736 -3.0468 0.08
H 2.7374 7.6195 -3.1224 0.09
H 2.0860 6.5473 -4.3795 0.09
H -1.6994 4.4200 0.1906 0.05
H -0.2671 3.4473 -0.1856 0.09
H -1.6827 3.4023 -1.2583 0.09
C -5.3870 -7.2495 -5.2662 -0.10
O -5.1719 -6.0511 -4.5355 -0.21
P -6.1867 -4.8342 -4.7721 0.39
O -7.5634 -5.0612 -4.2764 -0.24
O -6.0599 -4.5112 -6.3316 -0.21
C -7.0141 -5.0665 -7.2292 -0.11
O -5.4198 -3.6042 -4.1115 -0.20
C -5.4768 -3.4589 -2.6989 -0.11
H -4.9295 -8.0782 -4.7264 0.09
H -6.4532 -7.4555 -5.3889 0.09
H -4.9128 -7.1644 -6.2463 0.09
H -7.7735 -5.6596 -6.7172 0.08
H -6.4936 -5.7032 -7.9456 0.09
H -7.5030 -4.2531 -7.7666 0.09
H -4.4640 -3.5078 -2.2949 0.09
H -6.0847 -4.2337 -2.2294 0.07
H -5.9041 -2.4827 -2.4652 0.09
C -0.6754 -4.0351 5.9093 -0.10
O 0.6380 -4.1896 5.3922 -0.21
P 1.2037 -3.0449 4.4241 0.40
O 1.4565 -1.7393 5.0802 -0.25
O 0.1722 -3.0154 3.2061 -0.19
C -0.8727 -2.0519 3.2099 -0.10
O 2.4802 -3.7350 3.7696 -0.20
C 3.6850 -3.7762 4.5240 -0.10
H -0.7622 -4.6126 6.8293 0.09
H -0.8964 -2.9875 6.1295 0.09
H -1.3963 -4.4193 5.1842 0.09
H -0.8299 -1.3929 4.0790 0.08
H -1.8306 -2.5689 3.2089 0.06
H -0.7925 -1.4491 2.3039 0.10
H 3.9717 -4.8173 4.6793 0.09
H 3.5814 -3.2870 5.4946 0.09
H 4.4692 -3.2741 3.9558 0.09
C 3.2830 1.2446 -1.2907 -0.09
O 2.8413 0.7550 -0.0303 -0.21
P 3.8218 -0.2093 0.7904 0.39
O 5.0502 0.4388 1.3105 -0.25
O 4.0590 -1.4513 -0.1879 -0.21
C 5.2263 -1.4734 -1.0004 -0.11
O 2.8605 -0.8294 1.8978 -0.21
C 2.5697 -0.0414 3.0478 -0.11
H 2.7483 2.1674 -1.5176 0.05
H 4.3563 1.4524 -1.2839 0.08
H 3.0553 0.5071 -2.0639 0.09
H 5.8671 -0.6059 -0.8345 0.07
H 4.9247 -1.4931 -2.0482 0.09
H 5.7912 -2.3792 -0.7762 0.09
H 1.4941 0.1322 3.0971 0.08
H 3.0856 0.9214 3.0276 0.09
H 2.8779 -0.5890 3.9345 0.07
C 8.2111 6.0175 -3.6197 -0.11
O 7.8122 5.0565 -2.6542 -0.22
P 8.2701 3.5361 -2.8736 0.39
O 9.7234 3.2930 -2.7304 -0.24
O 7.6401 3.1343 -4.2866 -0.21
C 8.4538 3.2160 -5.4506 -0.11
O 7.3423 2.7391 -1.8544 -0.21
C 7.7139 2.7168 -0.4797 -0.09
H 8.2106 7.0038 -3.1563 0.09
H 9.2141 5.8079 -3.9998 0.09
H 7.4964 6.0172 -4.4458 0.09
H 9.4720 3.5379 -5.2265 0.08
H 8.0040 3.9272 -6.1445 0.09
H 8.4887 2.2333 -5.9222 0.09
H 6.9164 3.1678 0.1120 0.09
H 8.6439 3.2580 -0.2944 0.08
H 7.8397 1.6793 -0.1689 0.09
```

## Properties
Multiplicity: 1

***

(2)
This record from OMol25 describes a cluster of 7 separate species, C21H55NO21PS7 in total in a non-equilibrium geometry. The level of theory is ωB97M-V/def2-TZVPD.

The geometry in XYZ format:
```
106
Properties=species:S:1:pos:R:3:lowdin_charge:R:1
C -5.4635 -1.6191 -1.3671 -0.34
P -4.5169 -1.1379 0.2367 0.92
O -5.5455 -0.2225 1.3384 -0.38
C -3.0577 0.0640 -0.1938 -0.85
N -3.4289 1.4920 0.1475 -0.06
S -2.5561 -0.0905 -1.9935 0.66
C -1.8339 -0.3564 0.8555 -0.45
O -2.1281 -0.1853 2.1743 -0.17
O -0.5637 -0.9154 0.3670 -0.25
H -5.3940 -0.8009 -2.2017 0.03
H -5.0936 -2.6639 -1.8099 0.05
H -6.5907 -1.7881 -1.0722 0.04
H -5.2847 -0.5547 2.2501 0.05
H -2.7144 2.1803 -0.1778 0.07
H -4.3983 1.7430 -0.1484 0.07
H -1.3001 0.5139 -2.2360 -0.12
O 1.1400 4.4826 -0.6492 -0.30
S 2.1787 3.6079 -0.1458 0.62
O 2.4674 2.3277 -0.7525 -0.29
O 1.9606 3.3943 1.4556 -0.27
C 0.7154 2.8810 1.9084 -0.27
C 0.5828 1.3973 1.6185 -0.08
C 3.6960 4.5279 -0.0508 -0.13
H -0.1161 3.4454 1.4715 0.11
H 0.6772 3.0368 2.9906 0.12
H 0.5462 1.2054 0.5422 0.06
H -0.3326 0.9948 2.0589 0.05
H 1.4413 0.8471 2.0156 0.09
H 3.5042 5.4850 0.4372 0.08
H 4.0509 4.6906 -1.0712 0.08
H 4.4296 3.9434 0.5074 0.05
O -5.4534 -5.3090 -2.0303 -0.29
S -6.4262 -5.7258 -1.0417 0.61
O -6.5399 -5.0786 0.2462 -0.29
O -6.2921 -7.3343 -0.8125 -0.27
C -5.0326 -7.8610 -0.4187 -0.28
C -4.7277 -7.5548 1.0360 -0.08
C -8.0339 -5.7342 -1.7986 -0.12
H -4.2375 -7.4912 -1.0760 0.12
H -5.0816 -8.9459 -0.5512 0.12
H -4.6012 -6.4802 1.1968 0.07
H -3.8062 -8.0489 1.3531 0.08
H -5.5485 -7.8833 1.6809 0.08
H -7.9749 -6.2507 -2.7581 0.07
H -8.3363 -4.6952 -1.9489 0.08
H -8.7375 -6.2313 -1.1285 0.07
O -0.3100 0.7116 -5.5471 -0.29
S -1.1434 1.8820 -5.3650 0.60
O -2.4166 1.8212 -4.6827 -0.31
O -1.3536 2.6117 -6.8076 -0.27
C -1.9080 1.8563 -7.8758 -0.28
C -3.3975 1.6332 -7.6897 -0.08
C -0.1690 3.1570 -4.6018 -0.11
H -1.3767 0.9049 -7.9916 0.12
H -1.7462 2.4295 -8.7935 0.12
H -3.5980 1.0028 -6.8184 0.07
H -3.8294 1.1394 -8.5634 0.08
H -3.9138 2.5841 -7.5260 0.08
H 0.7839 3.2416 -5.1268 0.08
H -0.0008 2.8693 -3.5614 0.07
H -0.7229 4.0966 -4.6411 0.08
O 8.1417 5.6797 -0.3636 -0.29
S 7.7720 5.1426 0.9295 0.62
O 6.5888 5.5815 1.6350 -0.29
O 9.0527 5.2487 1.9326 -0.27
C 9.6381 6.5246 2.1532 -0.28
C 8.7721 7.3905 3.0493 -0.08
C 7.7182 3.3703 0.8115 -0.11
H 9.8445 7.0240 1.1998 0.12
H 10.6013 6.3564 2.6440 0.12
H 7.8244 7.6402 2.5634 0.07
H 9.2782 8.3280 3.2918 0.08
H 8.5301 6.8653 3.9784 0.09
H 8.6219 3.0174 0.3119 0.08
H 6.8357 3.1026 0.2257 0.07
H 7.6367 2.9514 1.8161 0.08
O 5.0235 -2.3842 -0.9882 -0.30
S 4.1893 -2.8984 -2.0547 0.62
O 4.3729 -2.5035 -3.4333 -0.30
O 2.6240 -2.6877 -1.6507 -0.26
C 2.1712 -1.3745 -1.3516 -0.26
C 2.0371 -0.5295 -2.6049 -0.07
C 4.2090 -4.6738 -1.9822 -0.13
H 2.8324 -0.8959 -0.6205 0.12
H 1.1881 -1.4722 -0.8815 0.10
H 3.0117 -0.3494 -3.0677 0.07
H 1.5945 0.4424 -2.3737 0.06
H 1.4151 -1.0366 -3.3489 0.08
H 4.0365 -4.9918 -0.9526 0.07
H 5.1922 -5.0097 -2.3198 0.07
H 3.4362 -5.0633 -2.6473 0.07
O -1.0591 0.0487 7.9763 -0.30
S -1.4483 -1.3274 7.7472 0.62
O -0.4826 -2.4025 7.7012 -0.30
O -2.3793 -1.3986 6.4108 -0.27
C -1.8539 -0.8960 5.1900 -0.28
C -0.8119 -1.8297 4.6024 -0.07
C -2.7040 -1.7638 8.9263 -0.13
H -1.4475 0.1119 5.3312 0.12
H -2.6905 -0.8109 4.4902 0.11
H 0.0742 -1.8872 5.2413 0.06
H -0.4894 -1.4829 3.6177 0.07
H -1.2100 -2.8449 4.5102 0.09
H -3.4616 -0.9788 8.9492 0.07
H -2.2253 -1.8532 9.9043 0.07
H -3.1409 -2.7220 8.6391 0.07
```

## Properties
Multiplicity: 1
Charge: -1

***

(3)
This record from OMol25 describes a structure of composition C21H56Be2F6N5O8P in a non-equilibrium geometry. The level of theory is ωB97M-V/def2-TZVPD.

The geometry in XYZ format:
```
99
Properties=species:S:1:pos:R:3:lowdin_charge:R:1
Be 1.7986 -1.0904 2.8910 1.11
Be 2.6245 2.0903 -0.7552 1.21
P 1.4356 0.2134 -4.0734 0.19
F 1.9236 -1.2511 -4.5572 -0.13
F 0.0666 -0.4362 -3.3945 -0.17
F 2.1539 0.0468 -2.6247 -0.21
F 0.9399 1.6882 -3.5759 -0.19
F 2.7887 0.9551 -4.5969 -0.16
F 0.8250 0.3864 -5.5313 -0.11
O -0.0739 -1.3273 -0.6596 0.14
C 0.1881 -0.3098 0.1375 -0.84
O 0.5777 0.7946 -0.2722 -0.02
O -0.0312 -0.4577 1.3332 0.01
H 0.0161 -0.9057 -1.5174 0.08
C -0.0448 3.9758 0.8374 -0.03
C 0.5999 4.7371 -0.3837 -0.35
C 2.0225 5.4175 -0.0034 -0.12
O 2.9341 4.4019 0.5187 -0.25
C 3.3050 4.5755 1.9053 -0.04
N 0.8795 3.7996 -1.4446 0.09
H -1.0566 3.6336 0.6201 0.08
H -0.1198 4.7139 1.6359 0.09
H 0.4896 3.0649 1.1072 0.04
H -0.0095 5.5730 -0.7273 0.15
H 1.8880 6.3335 0.5720 0.13
H 2.4596 5.7927 -0.9287 0.13
H 2.9233 3.7501 2.5062 0.06
H 2.9369 5.5748 2.1378 0.11
H 4.3600 4.3300 2.0268 0.09
H -0.0026 3.3675 -1.6798 0.03
H 0.8487 4.3596 -2.2846 0.12
C 4.5061 0.8476 4.4900 -0.03
C 3.3466 0.2809 5.3499 -0.39
C 2.1137 1.1960 5.4588 -0.17
O 1.4717 1.0387 4.2140 -0.24
C 0.3518 1.9595 4.0470 -0.06
N 2.9635 -1.1437 5.1636 0.08
H 5.3743 1.2669 4.9984 0.10
H 4.2987 1.6425 3.7736 0.07
H 4.9613 0.0219 3.9430 0.08
H 3.8291 0.2674 6.3272 0.15
H 2.5087 2.2018 5.6018 0.15
H 1.4019 0.9106 6.2334 0.15
H -0.3319 1.7351 3.2282 0.09
H 0.7329 2.9575 3.8305 0.08
H -0.4424 2.1535 4.7679 0.11
H 2.5908 -1.4502 6.0509 0.11
H 3.7741 -1.7401 5.2495 0.10
C -3.6278 1.5814 -3.4111 -0.05
C -2.5718 2.6963 -3.1874 -0.35
C -3.3175 4.0574 -2.8206 -0.23
O -4.1661 4.3493 -3.8814 -0.16
C -4.3342 5.7913 -4.0592 -0.06
N -1.6190 2.2961 -2.1167 0.03
H -3.1032 0.6281 -3.4759 0.06
H -4.1582 1.5022 -4.3601 0.09
H -4.2398 1.5006 -2.5128 0.08
H -1.8958 2.7683 -4.0394 0.14
H -2.4631 4.7192 -2.6787 0.10
H -3.7745 3.9798 -1.8340 0.12
H -3.3801 6.1543 -4.4414 0.08
H -4.4433 6.3314 -3.1188 0.08
H -5.0756 6.1439 -4.7763 0.09
H -2.1478 1.8849 -1.3607 0.08
H -0.9527 1.5664 -2.3257 0.03
C -3.4167 -2.5576 0.7628 -0.06
C -2.9765 -3.5358 -0.3674 -0.41
C -4.1538 -4.5620 -0.5297 -0.15
O -4.2116 -5.5502 0.5830 -0.19
C -5.5571 -5.5078 1.0814 -0.13
N -2.7643 -2.8130 -1.5834 0.06
H -4.3633 -2.0310 0.6419 0.08
H -2.6735 -1.7861 0.9641 0.05
H -3.4688 -3.1191 1.6956 0.07
H -2.0614 -4.0174 -0.0228 0.12
H -3.8898 -5.2142 -1.3621 0.12
H -5.1533 -4.2061 -0.7799 0.12
H -6.3224 -5.9928 0.4755 0.09
H -5.7932 -4.5037 1.4338 0.08
H -5.6184 -6.1569 1.9549 0.08
H -3.5525 -2.1936 -1.7066 0.08
H -1.9482 -2.2266 -1.4823 0.03
C 0.4649 -4.7220 -1.6210 -0.03
C 1.6853 -4.3027 -0.7064 -0.38
C 2.6175 -5.4913 -0.3902 -0.21
O 3.7353 -5.0211 0.2960 -0.18
C 4.3468 -5.9556 1.1924 -0.08
N 2.4048 -3.3262 -1.5031 0.10
H 0.7856 -5.2898 -2.4944 0.09
H 0.0428 -3.7972 -2.0145 0.06
H -0.2801 -5.2788 -1.0527 0.08
H 1.3162 -3.7968 0.1857 0.12
H 2.9135 -5.8784 -1.3652 0.13
H 2.1458 -6.3380 0.1085 0.13
H 3.6643 -6.5065 1.8395 0.09
H 5.1554 -5.4968 1.7615 0.09
H 4.8079 -6.6903 0.5322 0.09
H 1.8430 -2.4908 -1.5841 0.04
H 2.4488 -3.5377 -2.4897 0.10
```

## Properties
Multiplicity: 1
Charge: +2
ΔE to the lowest compared entry with this formula, charge and spin: 430.9 kJ/mol

***

(4)
This record from OMol25 describes a cluster of 7 separate species, C21H56O21S7 in total in a non-equilibrium geometry. The level of theory is ωB97M-V/def2-TZVPD.

The geometry in XYZ format:
```
105
Properties=species:S:1:pos:R:3:lowdin_charge:R:1
C -4.1736 -4.1873 4.3683 -0.07
C -4.9548 -5.4622 4.6938 -0.29
O -6.3145 -5.1386 4.9321 -0.25
S -7.3463 -6.3535 5.2929 0.62
C -6.7140 -6.8311 6.9248 -0.09
O -8.6091 -5.6746 5.4594 -0.28
O -7.2559 -7.3851 4.3017 -0.28
H -4.5864 -3.5115 3.6215 0.07
H -3.1677 -4.5064 4.0944 0.08
H -4.0725 -3.5223 5.2292 0.08
H -4.8919 -6.1681 3.8568 0.12
H -4.4593 -6.0431 5.4784 0.11
H -5.6587 -7.0423 6.8294 0.05
H -7.3682 -7.6121 7.3003 0.08
H -6.9955 -5.9125 7.4397 0.07
C -2.5877 -3.1171 0.8874 -0.05
C -1.7121 -1.8627 0.9523 -0.28
O -0.9811 -1.6957 -0.2558 -0.25
S 0.2300 -0.6254 -0.2529 0.60
C -0.4825 0.5606 -1.4499 -0.07
O 0.2510 0.0772 1.0032 -0.28
O 1.3342 -1.3508 -0.7989 -0.27
H -3.0643 -3.4197 1.8140 0.05
H -2.0173 -3.9812 0.5358 0.08
H -3.3056 -2.9713 0.0773 0.08
H -2.3282 -0.9671 1.0860 0.12
H -1.1468 -1.9124 1.8852 0.10
H -1.4926 0.7503 -1.1063 0.07
H -0.2923 0.0596 -2.3956 0.07
H 0.1270 1.4564 -1.3523 0.04
C 1.9615 -2.4416 -3.7917 -0.05
C 2.7870 -3.4756 -2.9829 -0.26
O 4.1085 -3.3178 -3.5305 -0.27
S 5.3286 -3.9754 -2.6549 0.61
C 5.5410 -2.7203 -1.3503 -0.11
O 4.9027 -5.2283 -2.1018 -0.28
O 6.4939 -3.9601 -3.4907 -0.28
H 0.9802 -2.3841 -3.3208 0.06
H 1.8793 -2.9362 -4.7599 0.08
H 2.4734 -1.4889 -3.8465 0.08
H 2.8056 -3.1827 -1.9291 0.09
H 2.4225 -4.4959 -3.0864 0.12
H 4.7546 -2.8099 -0.6014 0.05
H 5.6178 -1.7319 -1.7891 0.07
H 6.4404 -3.0024 -0.8026 0.07
C 2.0636 3.5258 -6.4915 -0.06
C 1.2964 3.7297 -5.2072 -0.27
O 1.6556 2.7922 -4.1831 -0.25
S 2.5274 3.2080 -2.9396 0.59
C 1.3335 4.2966 -2.0514 -0.08
O 2.7505 2.0271 -2.1667 -0.28
O 3.6374 4.0047 -3.3677 -0.27
H 3.1418 3.5952 -6.3473 0.08
H 1.8563 4.2972 -7.2353 0.08
H 1.8084 2.5699 -6.9513 0.08
H 1.5005 4.7547 -4.8833 0.11
H 0.2143 3.7425 -5.3002 0.10
H 0.8475 5.0870 -2.6157 0.04
H 1.7606 4.6698 -1.1229 0.05
H 0.5518 3.5759 -1.7994 0.04
C -2.5016 3.2060 -3.5586 -0.07
C -3.5138 4.3312 -3.2327 -0.28
O -2.9519 5.5493 -2.8559 -0.26
S -2.0334 6.4299 -3.9277 0.66
C -1.7411 7.7913 -2.8440 -0.11
O -0.8385 5.6379 -4.1051 -0.30
O -2.8555 6.8558 -5.0220 -0.26
H -2.0849 3.2245 -4.5644 0.07
H -2.9190 2.2246 -3.3323 0.08
H -1.6155 3.2933 -2.9225 0.05
H -4.1877 4.4675 -4.0892 0.12
H -4.1762 3.8937 -2.4837 0.12
H -1.0915 8.4535 -3.4171 0.08
H -1.2295 7.4901 -1.9337 0.08
H -2.6728 8.2897 -2.5929 0.08
C 1.6534 -3.5340 2.2668 -0.06
C 1.5628 -2.5291 3.3885 -0.26
O 2.6381 -1.5971 3.1759 -0.29
S 3.4813 -0.9365 4.4227 0.63
C 5.1135 -1.4147 3.8554 -0.10
O 3.3431 0.4866 4.1868 -0.29
O 3.1018 -1.5483 5.6605 -0.27
H 1.3921 -3.1150 1.2897 0.06
H 1.0928 -4.4599 2.3700 0.08
H 2.7187 -3.7195 2.1054 0.08
H 0.6944 -1.8646 3.4024 0.11
H 1.5989 -3.0745 4.3350 0.11
H 5.7962 -0.7584 4.3887 0.07
H 5.1532 -1.2873 2.7806 0.07
H 5.1803 -2.4575 4.1613 0.07
C -1.7358 3.5782 1.1298 -0.06
C -0.3869 3.9699 1.6461 -0.24
O 0.6090 2.9542 1.2853 -0.31
S 2.1175 3.1923 1.7179 0.61
C 2.7880 1.6122 1.0820 -0.09
O 2.6948 4.3245 1.0224 -0.30
O 2.1052 3.2097 3.1695 -0.28
H -1.7535 3.5851 0.0410 0.07
H -2.4365 4.3016 1.5497 0.09
H -1.9992 2.6205 1.5778 0.09
H 0.0249 4.9360 1.3521 0.12
H -0.3561 3.9038 2.7375 0.12
H 3.8477 1.8466 1.1840 0.08
H 2.5023 1.4064 0.0589 0.03
H 2.4649 0.8548 1.7871 0.03
```

## Properties
Multiplicity: 1
ΔE to the lowest compared entry with this formula, charge and spin: 211.0 kJ/mol

***

| no. | energy (eV) | highest occupied orbital energy (eV) | frontier orbital gap (eV) |
| --- | --- | --- | --- |
| 1 | -163553.80834 | -9.96 | 9.90 |
| 2 | -152288.30737 | -4.96 | 6.89 |
| 3 | -72890.33522 | -12.43 | 2.16 |
| 4 | -141524.53680 | -10.48 | 10.48 |